The following is a DFT calculation (wB97M-V/def2-TZVPD) of a structure of composition C9H22MoN2O2.

```
36
C9H22MoN2O2 (wB97M-V/def2-TZVPD)
Mo -0.108 0.079 0.605
N -1.062 1.466 -0.736
C -0.665 1.346 -2.185
C 0.831 1.515 -2.391
C 1.702 0.377 -1.880
N 1.800 0.374 -0.385
H -2.079 1.432 -0.671
H -0.822 2.411 -0.423
H -1.209 2.104 -2.747
H -0.999 0.366 -2.529
H 1.170 2.472 -1.977
H 0.995 1.594 -3.467
H 2.708 0.466 -2.289
H 1.304 -0.592 -2.185
H 2.259 1.235 -0.087
H 2.438 -0.371 -0.102
C -1.230 -3.284 1.332
C -1.601 -2.298 0.244
C -2.569 -1.219 0.735
C -2.086 -2.975 -1.019
O -0.364 -1.555 -0.108
H -2.101 -3.885 1.592
H -0.887 -2.773 2.235
H -0.443 -3.954 0.988
H -3.385 -1.638 1.323
H -3.012 -0.662 -0.092
H -2.075 -0.517 1.450
H -3.016 -3.505 -0.810
H -1.352 -3.698 -1.369
H -2.276 -2.250 -1.811
C -0.781 0.928 3.825
C -0.230 0.695 2.486
O 0.971 0.793 2.125
H -0.112 0.507 4.578
H -1.789 0.536 3.923
H -0.807 2.012 3.983
```

Summary:
Net charge: +2
Frontier orbital gap (Ha): 0.322
E_LUMO (Ha): -0.2842

In the Mulliken picture, each atom carries the following charge in e: 0.70 -0.53 -0.41 -0.71 -0.52 -0.51 0.28 0.38 0.46 0.27 0.29 0.36 0.43 0.32 0.36 0.34 -1.53 1.91 -1.60 -1.62 -0.64 0.43 0.32 0.40 0.46 0.32 0.44 0.42 0.41 0.36 -1.00 0.78 -0.45 0.36 0.33 0.36

=====

The following is a DFT calculation (wB97M-V/def2-TZVPD) of a structure of composition C9H22MoN2O2 at a distorted geometry.

```
36
C9H22MoN2O2 (wB97M-V/def2-TZVPD)
Mo 0.334 -0.399 -0.318
N 1.669 -0.672 1.486
C 0.962 -0.284 2.766
C -0.211 -1.201 3.070
C -1.413 -1.048 2.156
N -1.141 -1.560 0.771
H 1.966 -1.643 1.593
H 2.540 -0.143 1.439
H 0.637 0.752 2.663
H 1.679 -0.321 3.583
H -0.540 -0.986 4.087
H 0.123 -2.245 3.084
H -1.711 -0.003 2.066
H -2.262 -1.592 2.566
H -1.997 -1.481 0.219
H -0.933 -2.560 0.796
C 0.489 2.185 -0.973
C -0.866 1.753 -1.563
C -1.976 2.705 -1.207
C -0.765 1.510 -3.060
O -1.144 0.426 -0.948
H 0.948 2.985 -1.549
H 1.246 1.364 -1.048
H 0.409 2.498 0.068
H -1.772 3.682 -1.648
H -2.071 2.826 -0.127
H -2.921 2.339 -1.606
H -0.578 2.451 -3.577
H -1.694 1.087 -3.438
H 0.050 0.821 -3.298
C 2.195 -1.949 -1.446
C 0.808 -2.339 -0.951
O 0.291 -3.394 -0.878
H 2.956 -2.550 -0.949
H 2.467 -0.888 -1.306
H 2.224 -2.127 -2.522
```

Summary:
ΔE to the lowest compared entry with this formula, charge and spin (kJ/mol): 7.0
Multiplicity: 3
Net charge: +2
Frontier orbital gap (spin up / spin down) (Ha): 0.307 / 0.289
E_LUMO (spin up / spin down) (Ha): -0.3160 / -0.3289

In the Mulliken picture, each atom carries the following charge in e: 0.44 -0.51 -0.63 -0.62 -0.48 -0.60 0.32 0.32 0.35 0.44 0.36 0.29 0.33 0.44 0.33 0.39 -1.48 1.65 -1.60 -1.37 -0.62 0.44 0.47 0.43 0.42 0.40 0.41 0.43 0.39 0.29 -0.73 0.61 -0.38 0.34 0.35 0.37